w) Below is an isolated ion of composition C4H11N2 and charge +1, with properties calculated with the ωB97M-V functional and the def2-TZVPD basis.

```
17
C4H11N2 the ωB97M-V functional and the def2-TZVPD basis
C 1.19242 -1.89473 -0.23718
C 1.27904 -0.54629 0.50880
C 0.02923 0.16817 0.38968
N -1.16419 -0.31938 1.17390
C -0.02773 1.08932 -0.65629
N -1.11987 1.73655 -1.21301
H 1.23332 -1.55361 -1.31520
H 0.33258 -2.39503 0.15374
H 1.94482 -2.63104 -0.11060
H 1.64710 -0.92102 1.54319
H 2.03419 0.11490 -0.03291
H -1.62591 -0.99695 0.60423
H -0.92781 -0.62631 2.07657
H -1.80418 0.48406 1.22437
H 0.93126 1.15071 -1.29248
H -1.69227 2.11373 -0.56514
H -0.92240 2.44150 -2.04211
```

Properties
Kohn-Sham gap ... 9.124 eV
E_HOMO ... -12.819 eV
Structure (SMILES) ... CC/C([NH3+])=C/N
Net charge ... +1


x) Below is an isolated ion of composition C4H11N2 and charge +1, with properties calculated with the ωB97M-V functional and the def2-TZVPD basis.

```
17
C4H11N2 the ωB97M-V functional and the def2-TZVPD basis
C 1.84421 -0.16557 -0.84333
C 0.89501 0.58439 0.01859
N -0.28027 1.02941 -0.74954
C -0.51696 -0.00645 0.30852
C -1.32547 0.26354 1.51778
N -0.79846 -1.41633 -0.55421
H 1.92478 -1.26041 -0.52135
H 2.82446 0.29922 -0.69940
H 1.64092 0.00777 -1.89523
H 1.26879 1.10047 0.90009
H -0.87681 1.82083 -0.52034
H -0.11882 0.56012 -1.63151
H -2.39499 0.15493 1.25314
H -1.19839 1.25987 1.81734
H -0.99992 -0.47525 2.27453
H -0.09291 -1.99846 -0.21725
H -1.79516 -1.75808 -0.45782
```

Properties
Kohn-Sham gap ... 11.459 eV
E_HOMO ... -14.531 eV
Structure (SMILES) ... C[C@H]1[NH2+][C@@]1(C)N
Net charge ... +1


Which is the most stable structure? w) is the most stable.


w) Below is a 2-piece molecular cluster, C2H4ClOP overall, with properties calculated with the ωB97M-V functional and the def2-TZVPD basis.

```
9
C2H4ClOP the ωB97M-V functional and the def2-TZVPD basis
C -0.68826 0.19779 1.17544
C 0.23860 0.22741 0.12135
O 2.39022 0.62477 -1.05074
P 1.77118 0.96065 0.38750
Cl -3.43553 0.61647 -0.37841
H -0.48664 0.47420 2.25470
H -1.61652 -0.18972 1.04811
H -0.15662 -0.28343 -0.75323
H 1.69516 0.09944 -1.46383
```

Properties
Kohn-Sham gap (spin up / spin down) ... 6.969 / 4.201 eV
E_HOMO (spin up / spin down) ... -9.331 / -7.699 eV


x) Below is a 2-piece molecular cluster, C2H4ClOP overall, with properties calculated with the ωB97M-V functional and the def2-TZVPD basis.

```
9
C2H4ClOP the ωB97M-V functional and the def2-TZVPD basis
C 0.85791 -0.75006 0.42318
C -0.21818 0.01007 0.12653
O -2.62922 0.72023 -0.56498
P -1.73502 -0.60716 -0.54269
Cl 3.52796 0.12459 -0.50506
H 0.91032 -1.78274 0.12395
H 1.69189 -0.36008 0.97977
H -0.20210 1.06799 0.39256
H -2.20357 1.57716 -0.43326
```

Properties
Kohn-Sham gap (spin up / spin down) ... 4.663 / 7.407 eV
E_HOMO (spin up / spin down) ... -7.895 / -9.539 eV


Which is the most stable structure? x) is the most stable.


w) Below is a 2-piece molecular cluster, C2H4ClOP overall, with properties calculated with the ωB97M-V functional and the def2-TZVPD basis.

```
9
C2H4ClOP the ωB97M-V functional and the def2-TZVPD basis
C -0.30689 -0.15933 1.34586
C -0.07276 -0.30316 -1.59587
O -0.76509 0.47900 -0.65690
P 0.52534 1.21141 1.73464
Cl 1.48890 0.99974 3.51352
H -1.17862 -0.80481 1.38262
H 1.02917 -0.12084 -1.54395
H -0.30311 0.05285 -2.52885
H -0.41695 -1.35487 -1.65106
```

Properties
Kohn-Sham gap (spin up / spin down) ... 8.249 / 8.671 eV
E_HOMO (spin up / spin down) ... -9.457 / -9.829 eV


x) Below is one molecule with the formula C2H4ClOP, with properties calculated with the ωB97M-V functional and the def2-TZVPD basis.

```
9
C2H4ClOP the ωB97M-V functional and the def2-TZVPD basis
O 2.65142 -0.26278 -0.11856
C 1.57879 0.29401 -0.09128
P 0.26739 0.14492 1.25793
C -1.07826 0.01303 -0.21025
Cl -2.79432 -0.38523 0.25386
H 1.20968 1.07659 -0.88266
H 0.16894 -1.22833 1.57425
H -0.93609 -0.64669 -1.07615
H -1.06755 0.99446 -0.70715
```

Properties
Kohn-Sham gap ... 9.901 eV
E_HOMO ... -9.721 eV
Structure (SMILES) ... O=CPCCl


Which is the most stable structure? x) is the most stable.


w) Below is a 2-piece molecular cluster, C2H7NS2 overall, with properties calculated with the ωB97M-V functional and the def2-TZVPD basis.

```
12
C2H7NS2 the ωB97M-V functional and the def2-TZVPD basis
C 1.11341 -0.76560 -1.43478
C -0.11017 -0.22068 -1.21859
N -1.15303 -0.71228 -0.42770
H 1.52468 -1.40293 -0.68977
H 1.65163 -0.39902 -2.27131
H -0.39643 0.71359 -1.70560
H -0.97838 -1.33812 0.32908
H -2.05559 -0.32996 -0.62257
S 1.23434 1.28526 2.00603
S -0.31554 -0.03935 2.21762
H 0.66894 2.22724 1.19167
H -1.18385 0.98186 2.62593
```

Properties
Kohn-Sham gap ... 7.914 eV
E_HOMO ... -7.610 eV
Structure (SMILES) ... C=CN.SS


x) Below is one molecule with the formula C2H7NS2, with properties calculated with the ωB97M-V functional and the def2-TZVPD basis.

```
12
C2H7NS2 the ωB97M-V functional and the def2-TZVPD basis
N -0.08448 -1.40006 1.38957
C 0.95456 -0.60390 0.74489
C 0.45757 0.13058 -0.49530
S -0.51705 1.56642 -0.03155
S -1.28845 2.57830 -1.60935
H -0.51986 -1.98296 0.69196
H -0.81545 -0.86348 1.84635
H 1.53221 0.06243 1.38655
H 1.67345 -1.33791 0.36139
H 1.23996 0.44079 -1.18784
H -0.20132 -0.54112 -1.06157
H -2.43114 1.95089 -2.03510
```

Properties
Kohn-Sham gap ... 9.542 eV
E_HOMO ... -8.999 eV
Structure (SMILES) ... NCCSS


y) Below is a 2-piece molecular cluster, C2H7NS2 overall, with properties calculated with the ωB97M-V functional and the def2-TZVPD basis.

```
12
C2H7NS2 the ωB97M-V functional and the def2-TZVPD basis
C 0.36197 0.50498 1.74794
C 0.89300 0.53420 0.52339
N 1.92289 -0.32784 0.06653
H 0.41891 -0.43898 2.29209
H 0.03737 1.33826 2.32417
H 0.48166 1.12017 -0.29004
H 1.68920 -1.31424 0.07393
H 2.16815 -0.08343 -0.88407
S -1.53760 -0.39693 -2.53224
S -2.69852 0.16989 -0.87051
H -2.02713 -1.63738 -2.41689
H -1.70990 0.53131 -0.03432
```

Properties
Kohn-Sham gap ... 8.776 eV
E_HOMO ... -8.575 eV
Structure (SMILES) ... C=CN.SS


z) Below is a 2-piece molecular cluster, C2H7NS2 overall, with properties calculated with the ωB97M-V functional and the def2-TZVPD basis.

```
12
C2H7NS2 the ωB97M-V functional and the def2-TZVPD basis
C 0.29647 -2.81837 -1.63229
N 0.90969 -3.08272 -0.48895
H -0.65570 -2.39418 -1.61252
H 0.78728 -2.96192 -2.66520
H 1.98454 -2.81981 -0.56649
C -1.62369 0.11841 0.69930
S -0.72457 1.21947 -0.45346
S 0.95280 1.64772 1.07578
H -1.17409 -0.00922 1.75672
H -2.59852 0.60274 0.84855
H -1.86669 -0.84856 0.25974
H 1.46692 0.33480 1.04276
```

Properties
Kohn-Sham gap ... 8.592 eV
E_HOMO ... -9.032 eV
Structure (SMILES) ... C=N.CSS


Which is the most stable structure? x) is the most stable.